(1)
{
  "formula": "C19H42NO2P3W",
  "method": "the ωB97M-V functional and the def2-TZVPD basis",
  "elements": ["W", "P", "P", "P", "H", "C", "C", "H", "C", "C", "C", "C", "C", "C", "C", "C", "C", "H", "H", "H", "H", "H", "H", "H", "H", "H", "H", "H", "H", "H", "H", "H", "H", "H", "H", "H", "H", "H", "H", "H", "H", "H", "H", "H", "H", "H", "C", "C", "C", "C", "C", "C", "O", "H", "H", "H", "H", "H", "H", "C", "C", "N", "O", "H", "H", "H", "H", "H"],
  "xyz": [[1.095844, 0.592434, -0.246292], [1.950590, 0.704337, 1.938751], [-0.605524, 1.899834, -0.694479], [2.367569, -0.251589, -1.807991], [-1.261472, -1.107542, 2.386036], [-1.157663, -2.018279, 1.735115], [0.103062, -2.576168, 1.610539], [0.883672, -2.465065, 2.371348], [0.816484, 0.579386, 3.347192], [2.560751, 2.427475, 2.311412], [3.498906, -0.264638, 2.155506], [-2.329073, 1.260491, -0.430276], [-0.666170, 3.072916, 0.722216], [-0.291004, 2.955965, -2.138931], [3.189988, -1.788790, -1.240767], [3.941424, 0.601947, -2.195298], [1.889267, -0.814815, -3.481498], [-1.813039, -2.061545, 0.862599], [0.517125, -2.946298, 0.627092], [0.772972, -0.447292, 3.711848], [-0.193508, 0.920949, 3.065276], [1.179416, 1.221049, 4.163439], [1.787316, 3.181091, 2.140936], [3.438568, 2.699206, 1.714567], [2.842617, 2.527151, 3.364529], [3.255830, -1.328750, 2.269771], [4.052990, 0.048173, 3.054740], [4.187245, -0.133132, 1.297519], [-3.012512, 1.937374, -0.977108], [-2.562430, 1.279304, 0.672604], [-2.428713, 0.219292, -0.820967], [-1.304016, 3.890321, 0.350183], [0.331766, 3.440672, 0.999063], [-1.144762, 2.579087, 1.586377], [-1.126823, 3.660837, -2.264020], [-0.162431, 2.340687, -3.041980], [0.647543, 3.506683, -1.960824], [3.891646, -2.035260, -2.048685], [2.468574, -2.602191, -1.119313], [3.745748, -1.666801, -0.302513], [4.469031, -0.101981, -2.846871], [4.538039, 0.788755, -1.303178], [3.755659, 1.540550, -2.727714], [2.836374, -0.996018, -4.046401], [1.259468, -0.074571, -4.002710], [1.295154, -1.732757, -3.400932], [-1.712384, -1.964335, -2.715504], [-2.739694, -1.222523, -3.386527], [-3.177276, -1.594327, -4.666725], [-2.542898, -2.689664, -5.331628], [-1.611429, -3.496174, -4.596349], [-1.353457, -3.246246, -3.306828], [-1.175515, -1.570919, -1.665670], [1.845345, 1.921947, 0.348164], [-3.137170, -0.331593, -2.903609], [-3.973580, -1.026553, -5.200521], [-2.837762, -2.962122, -6.365068], [-1.155777, -4.336701, -5.147160], [-0.833780, -3.958643, -2.657652], [-3.854890, 1.238828, 5.136493], [-2.998377, 0.540493, 4.097830], [-2.567947, -0.689947, 4.504140], [-2.672394, 1.023753, 3.000025], [-4.703946, 0.582178, 5.445019], [-4.231027, 2.183275, 4.703291], [-3.230970, 1.458589, 6.036221], [-1.933274, -1.211213, 3.920984], [-2.913303, -1.110610, 5.391195]],
  "forces_ev_per_a": [[-1.22, -2.96, 4.26], [2.28, 2.18, 3.46], [-4.63, 4.05, 0.18], [5.43, -2.49, -4.86], [-0.50, -1.67, -0.18], [3.13, 1.27, -1.26], [-0.64, 1.51, -1.02], [-0.46, -0.06, -0.02], [-0.53, -0.62, 0.10], [0.27, 0.02, -0.08], [-0.08, -0.66, -0.38], [-0.12, -0.86, -0.46], [0.62, -0.11, 0.49], [0.11, -0.32, -0.46], [-0.55, -0.57, 0.87], [-0.32, 0.87, -0.13], [-0.90, 0.25, -0.40], [-0.16, -0.20, 0.51], [-1.04, -0.56, 1.31], [-0.19, -0.01, -0.03], [0.14, -0.16, 0.12], [0.06, -0.15, -0.39], [0.07, -0.21, 0.03], [-0.15, -0.15, -0.05], [0.00, -0.31, -0.07], [0.13, 0.15, -0.09], [-0.45, 0.20, -0.16], [-0.41, 0.03, 0.38], [0.23, -0.25, 0.28], [0.30, -0.05, -0.98], [-0.05, 0.94, 0.39], [0.14, -0.12, 0.24], [-0.61, 0.20, -0.27], [0.09, 0.28, -0.29], [0.20, -0.20, -0.01], [-0.17, 0.34, 0.13], [-0.38, -0.12, 0.01], [-0.16, 0.02, 0.23], [0.17, -0.01, -0.01], [-0.09, -0.01, -0.31], [0.03, 0.23, 0.09], [-0.03, 0.05, 0.00], [0.20, -0.11, 0.09], [-0.79, 0.15, 0.45], [0.46, -0.16, 0.03], [0.30, 0.07, -0.02], [0.60, -0.23, 2.38], [-2.08, 1.02, -3.05], [-0.15, 1.33, 1.33], [-0.10, 0.04, 0.58], [0.35, -0.94, -1.60], [1.04, -1.20, 0.35], [-0.41, -0.35, -1.84], [0.28, 0.57, -1.36], [-0.02, -0.19, -0.13], [0.72, -0.44, 0.59], [0.28, 0.20, 0.62], [-0.42, 0.21, 0.62], [0.08, 0.24, -0.37], [-0.16, 0.29, -0.16], [-0.04, -0.51, 0.68], [-0.43, 0.23, 0.67], [0.41, -0.31, 0.25], [0.63, 0.57, -0.22], [0.10, -0.53, 0.39], [-0.50, -0.15, -0.65], [-0.43, -0.14, 0.41], [0.54, 0.56, -1.19]],
  "lumo_energy_ev": [-15.49, -15.49],
  "multiplicity": 3,
  "orbital_gap_ev": [3.61, 3.61],
  "e_above_lowest_kcal_mol": 151.4,
  "charge": 4
}

---

(2)
{
  "formula": "C19H43AlOP3S",
  "method": "the ωB97M-V functional and the def2-TZVPD basis",
  "elements": ["Al", "P", "P", "P", "H", "C", "C", "H", "C", "C", "C", "C", "C", "C", "C", "C", "C", "H", "H", "H", "H", "H", "H", "H", "H", "H", "H", "H", "H", "H", "H", "H", "H", "H", "H", "H", "H", "H", "H", "H", "H", "H", "H", "H", "H", "H", "C", "C", "C", "C", "C", "C", "O", "H", "H", "H", "H", "H", "H", "C", "S", "C", "H", "H", "H", "H", "H", "H"],
  "xyz": [[-0.987480, 0.726205, -0.092789], [-2.025133, -1.381050, 0.618581], [1.294635, -1.005900, 2.426774], [1.143253, -1.705935, -0.902010], [-2.060991, 3.687830, -1.489613], [-1.428031, 3.239945, -2.282888], [-2.010345, 1.997531, -2.953558], [-2.886113, 1.540606, -2.460666], [-3.568500, -0.906552, 1.467663], [-1.454530, -2.780685, 1.668686], [-2.642154, -2.263711, -0.866757], [2.590586, 0.297460, 2.420848], [0.525910, -0.655966, 4.067477], [2.307367, -2.460008, 2.920552], [0.714620, -1.882402, -2.662667], [1.529269, -3.489607, -0.559395], [2.829129, -1.038337, -1.017138], [-1.168930, 4.027715, -2.979110], [-2.285536, 2.261051, -3.971954], [-3.943450, 0.039114, 1.053135], [-3.385439, -0.790127, 2.544976], [-4.302299, -1.705790, 1.299353], [-1.359530, -2.453155, 2.717752], [-0.489886, -3.185300, 1.319376], [-2.220216, -3.577785, 1.609519], [-2.830128, -1.536555, -1.673742], [-3.592818, -2.743695, -0.580211], [-1.920232, -3.024177, -1.210091], [3.354570, 0.036845, 3.163826], [2.160326, 1.277981, 2.660648], [3.060297, 0.351346, 1.431558], [1.196058, -1.013475, 4.860578], [-0.433129, -1.181748, 4.148968], [0.329025, 0.417807, 4.186123], [3.337195, -2.155651, 3.143350], [2.321920, -3.204318, 2.117621], [1.865124, -2.924132, 3.811268], [1.350821, -2.680809, -3.064226], [0.915310, -0.950693, -3.196324], [-0.331481, -2.184865, -2.807383], [1.724471, -4.009811, -1.512964], [0.726023, -4.059486, -0.072580], [2.450204, -3.596739, 0.028645], [3.232468, -1.390145, -1.969586], [3.430120, -1.412296, -0.181351], [2.801537, 0.054922, -1.002085], [-0.152184, 2.541100, -1.914133], [1.272841, 2.941710, -2.109265], [1.999552, 2.415173, -3.121520], [1.392420, 1.756518, -4.217799], [0.118240, 1.300623, -4.126527], [-0.637946, 1.349445, -2.842564], [-0.067941, 2.158807, -0.566758], [0.546045, -0.215851, -0.547097], [1.744265, 3.429292, -1.251867], [3.064168, 2.579893, -3.167752], [1.971655, 1.635244, -5.128059], [-0.382367, 0.890624, -5.009651], [-0.654349, 0.402960, -2.262284], [-2.315353, 2.312242, 2.574802], [-0.647186, 1.800534, 2.124647], [0.075330, 3.457974, 1.873888], [-2.702090, 2.987525, 1.797040], [-2.231493, 2.849545, 3.532434], [-2.951672, 1.422765, 2.699868], [-0.436997, 4.005388, 1.074412], [0.001158, 4.025447, 2.813580], [1.129997, 3.347576, 1.596428]],
  "forces_ev_per_a": [[1.25, 1.46, 1.80], [-1.37, -0.97, 0.05], [0.55, 0.22, 0.61], [2.25, 1.23, -1.85], [0.72, -0.13, -0.20], [-0.94, 1.75, 0.45], [-0.73, 0.74, -0.46], [0.41, -0.03, -0.09], [0.08, 0.36, -0.05], [0.57, 0.10, 0.15], [0.14, 0.37, -0.26], [0.01, 0.09, -0.28], [-0.36, 0.11, -0.04], [-0.08, -0.46, -0.35], [-0.82, 0.29, 0.04], [-0.63, -0.95, 1.35], [-0.14, 0.17, 0.41], [-0.36, 0.21, -0.33], [-0.29, -0.52, -0.10], [-0.16, -0.29, 0.17], [-0.10, -0.02, -0.29], [0.12, 0.24, 0.15], [0.01, -0.16, -0.51], [-0.50, 0.23, 0.28], [0.16, 0.47, -0.10], [-0.05, -0.42, 0.14], [0.42, 0.05, -0.23], [-0.35, 0.28, 0.12], [-0.17, 0.25, -0.13], [0.17, -0.22, -0.05], [0.05, 0.10, 0.27], [-0.20, 0.18, -0.18], [0.20, 0.06, 0.20], [0.17, -0.46, 0.07], [-0.26, -0.13, 0.01], [0.15, 0.01, 0.32], [0.17, 0.03, -0.26], [-0.11, 0.27, 0.14], [-0.09, -0.03, -0.01], [0.22, 0.12, -0.10], [-0.28, 0.74, 0.05], [0.29, 0.17, -0.09], [-0.40, 0.38, 0.07], [0.14, 0.00, 0.14], [0.00, 0.15, -0.22], [0.13, -0.13, -0.11], [1.30, -1.45, -0.03], [0.84, -0.21, -0.75], [0.40, 1.23, 1.53], [-1.42, -0.95, -0.65], [0.36, -0.77, -0.44], [0.64, 1.52, -0.47], [-2.12, -2.18, 0.27], [0.57, -2.66, -0.36], [-0.12, 0.17, -0.51], [0.18, 0.15, 0.10], [-0.27, 0.14, -0.06], [0.16, -0.02, 0.34], [0.22, -0.76, 0.25], [-0.38, 0.20, 0.26], [-0.24, 0.19, -0.17], [0.21, 0.32, -0.22], [-0.03, -0.26, 0.36], [-0.19, -0.22, -0.36], [0.25, 0.49, 0.00], [0.02, -0.30, 0.25], [-0.03, -0.43, -0.17], [-0.30, -0.09, 0.13]],
  "lumo_energy_ev": -11.72,
  "orbital_gap_ev": 4.88,
  "e_above_lowest_kcal_mol": 5.9,
  "charge": 3
}

---

- Look up the charge of the second one.
  +3

---

- What is the formula in the second record?
  C19H43AlOP3S

---

- Look up the charge of the first one.
  +4